Entry 1:
The following is a DFT calculation (wB97M-V/def2-TZVPD) of the molecule C6H8N2O3 in a non-equilibrium geometry.

Properties
- Frontier orbital gap: 10.466 eV
- SMILES string: CC[C@]1(C=O)NC(=O)NC1=O
- Energy relative to the best compared isomer or geometry (same formula, charge and spin): 20.5 kcal/mol
- DFT total energy: -568.6607 a.u.
- Multiplicity: 1
- LUMO: 0.28 eV

Geometry as XYZ:
```
19
C6H8N2O3 (wB97M-V/def2-TZVPD)
C -0.93 -0.09 0.84
H -1.13 0.71 1.54
C -0.44 1.10 -1.38
O 1.15 2.09 1.12
H -0.55 -1.09 1.44
H 0.03 0.84 -2.44
H -2.84 -1.08 0.89
N 2.40 0.18 0.52
O -1.45 1.74 -1.26
C 0.14 0.26 -0.20
H -2.99 0.55 -0.07
C 2.17 -0.94 -0.17
N 0.96 -0.79 -0.72
C 1.27 1.03 0.54
O 2.90 -1.89 -0.36
H 0.39 -1.63 -0.77
C -2.28 -0.39 0.20
H -2.04 -0.91 -0.74
H 3.24 0.32 1.01
```


Entry 2:
The following is a DFT calculation (wB97M-V/def2-TZVPD) of a structure of composition C19H28InN4O3SSi in a non-equilibrium geometry.

Properties
- Frontier orbital gap: 8.181 eV
- DFT total energy: -2063.2339 a.u.
- Multiplicity: 1
- LUMO: -3.04 eV
- Charge: +1

Geometry as XYZ:
```
57
C19H28InN4O3SSi (wB97M-V/def2-TZVPD)
C -1.46 -2.71 1.37
H -1.81 -3.67 1.77
C -0.98 2.90 -0.12
C -5.39 -0.12 1.05
C 5.62 3.49 -0.93
C -2.89 0.70 1.87
H 1.44 -3.66 0.71
H 5.00 4.94 -2.36
H -5.83 -0.39 3.13
H -6.38 -0.43 0.73
N -1.14 -2.83 -0.05
C 4.73 4.03 -1.85
In 0.00 -0.54 -0.73
Si -1.95 1.39 -0.77
N 1.50 -2.55 -1.05
H 2.43 -2.23 -0.78
H -3.30 2.19 -2.73
C -0.28 -2.23 2.23
H -0.43 2.64 0.79
H 1.65 -4.66 -0.73
C -5.09 -0.10 2.40
O 2.79 0.38 1.41
H -0.60 -4.22 -1.49
H 0.14 -0.22 2.18
H -0.64 -4.88 0.16
H -2.26 -1.97 1.45
H -3.57 0.31 3.86
C -3.82 0.30 2.81
C -4.46 0.27 0.11
C 5.33 2.31 -0.25
C 4.13 1.69 -0.53
O 4.04 -1.02 -0.14
H -4.72 0.26 -0.94
N 2.07 0.27 -0.94
H 6.02 1.88 0.46
O 0.99 1.74 -2.23
H 0.44 -3.04 2.35
H -0.70 -2.01 3.22
C 3.23 2.23 -1.45
H 6.54 4.01 -0.72
S 3.34 0.21 0.08
C -2.54 1.43 -2.57
H -0.25 3.18 -0.87
C 1.15 -3.77 -0.33
H 2.83 3.81 -2.85
H 1.53 -2.73 -2.05
C 3.53 3.40 -2.13
H -2.95 0.47 -2.88
H -1.60 3.76 0.11
H -1.91 1.04 2.20
C -3.19 0.71 0.51
C 1.99 1.42 -1.60
N 0.36 -1.06 1.65
H -1.69 1.66 -3.22
H 1.38 -1.12 1.67
H -2.02 -2.86 -0.55
C -0.37 -4.00 -0.44
```


Entry 3:
The following is a DFT calculation (wB97M-V/def2-TZVPD) of the molecule C24H29N3O6S in a non-equilibrium geometry.

Properties
- Frontier orbital gap: 7.839 eV
- SMILES string: COc1ccc(OC)c([C@H]2C(C(=O)c3sc(C)nc3C)=C(O)C(=O)N2CCN2CCOCC2)c1
- Energy relative to the best compared isomer or geometry (same formula, charge and spin): 41.1 kcal/mol
- DFT total energy: -1945.8258 a.u.
- Multiplicity: 1
- LUMO: -0.24 eV

Geometry as XYZ:
```
63
C24H29N3O6S (wB97M-V/def2-TZVPD)
H -0.59 4.57 2.28
H -1.41 2.66 1.01
C -2.08 0.96 -0.73
H 0.84 -5.14 -3.31
N -1.26 -3.98 -5.03
H 1.65 6.52 1.58
H 4.21 -1.17 1.08
C -1.68 -2.86 -5.52
H -2.21 -3.65 -7.39
C -0.77 -3.86 -3.78
S -1.52 -1.50 -4.43
H -0.72 -5.94 -3.47
N 1.14 3.93 1.22
H -0.22 1.57 1.78
C -0.04 -0.10 -0.41
C 1.80 3.42 2.40
H 3.29 4.98 2.39
C -0.83 -2.58 -3.25
C -0.34 -2.15 -1.95
H 1.09 2.98 3.12
O 2.49 -0.07 0.72
C 1.57 -0.85 1.37
H 0.31 3.42 -0.60
H -3.30 -2.38 -6.80
H -1.70 -1.62 1.02
H -3.20 -3.86 3.45
H 0.91 0.24 -0.85
C -2.26 -2.70 -6.87
O 1.62 5.61 3.43
H -2.66 -3.63 1.77
H 4.39 0.48 0.44
H 2.53 2.66 2.10
H -0.34 -4.97 -2.02
C -0.22 -5.06 -3.09
H -0.31 5.33 0.69
C -2.66 -3.20 2.77
H 1.48 2.27 0.07
H 2.82 -1.58 2.97
H 3.00 4.27 4.01
C -0.85 -0.88 -1.42
C 0.94 6.08 2.29
H 3.97 0.24 2.15
O -1.36 -3.09 3.29
O 0.46 -2.82 -1.32
C 0.64 2.92 0.31
H -3.78 0.13 -2.09
H 1.05 -2.89 4.03
O -3.13 -0.58 -2.27
C 1.84 -1.58 2.53
C 3.84 -0.15 1.13
C 0.29 -0.89 0.84
C -0.52 2.05 0.84
C 2.52 4.59 3.08
C -2.04 -0.26 -1.57
H 0.25 6.85 2.64
C -0.72 -1.62 1.46
O -3.03 1.72 -0.66
C -0.45 -2.34 2.61
C 0.18 4.95 1.59
H -1.71 -1.94 -7.43
N -0.89 1.03 -0.10
H -3.17 -2.22 2.74
C 0.84 -2.32 3.14
```


Entry 4:
The following is a DFT calculation (wB97M-V/def2-TZVPD) of a structure of composition C10H14BN9OPdS in a non-equilibrium geometry.

Properties
- Frontier orbital gap (alpha / beta): 8.246 / 5.943 eV
- Energy relative to the best compared isomer or geometry (same formula, charge and spin): 0.0 kcal/mol
- DFT total energy: -1508.2602 a.u.
- <S²>: 6.02
- Multiplicity: 5
- LUMO (alpha / beta): 0.06 / -2.78 eV

Geometry as XYZ:
```
37
C10H14BN9OPdS (wB97M-V/def2-TZVPD)
C -0.88 2.82 -1.68
H 2.40 0.01 -2.50
N -1.18 0.17 1.66
N -1.31 3.04 0.43
H 2.74 -2.97 -0.67
H -2.68 3.16 2.22
N -0.54 -2.01 -0.25
N 2.25 -2.19 -0.24
N -0.30 -4.41 -0.01
C -1.10 4.17 -1.45
N -1.01 2.15 -0.53
H -0.76 3.40 2.59
H 2.06 -2.25 0.74
O -0.44 -0.02 -2.14
H 3.85 -2.43 -2.60
C -1.37 4.26 -0.10
H -1.60 -1.09 4.64
H 2.15 -2.78 -2.97
H 3.05 -1.62 -3.96
C -1.66 0.89 3.67
H -1.90 1.57 4.47
H -1.59 5.15 0.46
C -1.51 -0.48 3.76
N 2.50 -0.91 -2.10
N -1.47 1.26 2.41
H -1.07 4.97 -2.17
B -1.57 2.76 1.95
H -0.64 2.35 -2.62
H -1.01 -1.90 2.15
C 2.17 -1.00 -0.82
C -1.20 -0.89 2.48
C -0.42 -3.17 -0.16
C 0.00 -4.96 -1.18
Pd -0.76 0.06 -0.40
N 0.26 -5.48 -2.17
C 2.91 -2.01 -2.96
S 1.63 0.38 0.05
```


Entry 5:
The following is a DFT calculation (wB97M-V/def2-TZVPD) of the molecule C5H9N3 in a non-equilibrium geometry.

Properties
- Frontier orbital gap: 7.504 eV
- SMILES string: C[C@@]12N[C@]1(N)C=C2N
- Energy relative to the best compared isomer or geometry (same formula, charge and spin): 93.0 kcal/mol
- DFT total energy: -360.0490 a.u.
- Multiplicity: 1
- LUMO: 0.93 eV

Geometry as XYZ:
```
17
C5H9N3 (wB97M-V/def2-TZVPD)
H -2.94 -0.17 -0.11
N -2.21 -0.73 0.34
H 2.07 2.00 -0.26
H 1.64 0.59 1.70
H -1.29 0.91 -2.22
C -0.99 -0.56 -0.36
C 1.22 -0.37 1.41
H -2.50 -1.71 0.28
C 0.43 0.91 -0.79
N 1.30 1.89 -0.90
H 1.19 2.64 -1.57
C -0.75 0.54 -1.35
N -0.07 -1.63 -0.32
H 0.65 -0.77 2.26
H -0.28 -2.19 0.51
C 0.46 -0.31 0.14
H 2.08 -1.04 1.25
```


Entry 6:
The following is a DFT calculation (wB97M-V/def2-TZVPD) of the ion C2H9N5 with charge +2 in a non-equilibrium geometry.

Properties
- Frontier orbital gap: 11.150 eV
- SMILES string: N/C=[NH+]/C(N)=N\[NH3+]
- Energy relative to the best compared isomer or geometry (same formula, charge and spin): 59.6 kcal/mol
- DFT total energy: -354.6664 a.u.
- Multiplicity: 1
- LUMO: -7.79 eV
- Charge: +2

Geometry as XYZ:
```
16
C2H9N5 (wB97M-V/def2-TZVPD)
N 1.77 -0.08 0.18
H 1.70 2.42 0.69
H 2.71 -1.69 1.05
H 1.17 -2.13 0.36
H -1.02 0.90 -1.54
H -3.33 -0.66 0.47
H -3.20 -0.19 -1.17
C -1.61 -0.11 0.11
N -0.73 0.46 -0.66
N 0.97 2.07 0.12
C 0.87 0.75 0.01
H -1.27 -0.54 1.08
H 2.53 -1.93 -0.48
N -2.77 -0.41 -0.29
N 1.97 -1.51 0.30
H 0.23 2.65 -0.25
```


Entry 7:
The following is a DFT calculation (wB97M-V/def2-TZVPD) of the molecule C12H15NO3.

Properties
- Frontier orbital gap: 9.910 eV
- SMILES string: Cc1ccc(CC(=O)NCCC(=O)O)cc1
- Energy relative to the best compared isomer or geometry (same formula, charge and spin): 0.0 kcal/mol
- DFT total energy: -746.7985 a.u.
- Multiplicity: 1
- LUMO: 0.51 eV

Geometry as XYZ:
```
31
C12H15NO3 (wB97M-V/def2-TZVPD)
H -4.52 -2.06 -0.85
C 2.55 0.12 -1.34
H 2.84 -2.02 -0.97
O 2.25 1.74 0.89
C -4.13 -1.94 0.16
O 4.43 0.16 0.94
H 0.49 0.63 -1.45
H -0.03 2.65 1.42
H -3.73 -2.90 0.49
C -3.09 -0.88 0.22
H 2.09 -1.14 0.36
C 2.85 -1.08 -0.42
H -3.61 0.01 -1.66
C -2.23 -0.78 1.31
H 2.43 -0.22 -2.37
H -4.97 -1.69 0.82
H 3.38 0.83 -1.31
O 5.04 -1.83 0.20
H 3.65 0.78 0.95
C -2.96 0.06 -0.80
C -2.00 1.05 -0.73
H -0.62 0.27 2.24
H -0.25 2.98 -0.31
C 4.22 -0.96 0.27
C -1.28 0.21 1.38
C -1.15 1.15 0.36
H -1.92 1.77 -1.54
H -2.32 -1.50 2.12
N 1.35 0.83 -0.96
C -0.07 2.19 0.43
C 1.29 1.57 0.16
```


Entry 8:
The following is a DFT calculation (wB97M-V/def2-TZVPD) of a structure of composition C32H31IrN11O2PS.

Properties
- Frontier orbital gap (alpha / beta): 7.942 / 5.099 eV
- Energy relative to the best compared isomer or geometry (same formula, charge and spin): 0.0 kcal/mol
- DFT total energy: -2834.4959 a.u.
- <S²>: 0.77
- Multiplicity: 2
- LUMO (alpha / beta): -3.64 / -6.46 eV
- Charge: +1

Geometry as XYZ:
```
79
C32H31IrN11O2PS (wB97M-V/def2-TZVPD)
C -0.96 -4.81 0.22
H -1.94 -5.04 -0.20
P 2.10 -2.32 -0.64
H -0.38 -2.09 -3.41
C 1.54 -4.23 1.29
N 0.22 -0.64 2.24
H -6.76 0.73 -0.58
C 2.20 -2.91 -5.16
C 2.12 -3.87 -2.96
H 1.02 -5.61 2.84
C -5.82 0.46 -1.06
C 6.32 -2.49 1.06
C -4.44 2.82 1.01
C 4.22 -1.36 0.82
H 1.52 2.14 3.35
C 5.87 -3.52 0.24
H -4.71 0.93 2.04
O -1.18 -0.93 -1.47
H -3.35 2.76 0.93
H 2.14 -0.47 -2.81
H -4.61 1.10 -2.74
C -2.68 -3.84 -5.17
C -2.49 -2.12 -3.00
H 7.32 -2.54 1.47
H -4.82 3.33 0.12
N 1.17 -0.31 4.20
H -0.54 -3.64 -5.32
H 4.25 -4.27 -0.94
H -2.75 -4.52 -6.01
H -4.79 -3.83 -4.80
C 2.12 -2.59 -2.41
H -6.13 1.51 1.22
N 0.21 -1.77 2.92
C 2.20 -1.63 -4.62
C 5.50 -1.41 1.35
H -4.69 3.41 1.88
N 0.70 3.29 -0.21
C -3.73 -2.60 -3.41
C 0.81 2.01 1.45
C 1.13 -3.62 0.11
H -5.88 -0.58 -1.36
O 1.50 -0.95 -0.34
H -4.62 -2.29 -2.87
C -3.82 -3.46 -4.49
H -6.36 1.22 -2.99
H -1.20 -6.12 1.90
C -3.62 -0.07 -0.18
C -5.56 1.35 -2.26
N 0.20 1.33 0.46
H 3.57 -0.52 1.03
H 2.22 -0.76 -5.26
S -2.50 -0.02 1.16
H -0.45 -3.45 -1.36
C 2.16 -1.47 -3.24
Ir -0.44 -0.51 0.35
H -5.54 2.41 -1.98
C 3.76 -2.39 0.00
H 2.17 -5.02 -4.77
C -1.44 -3.35 -4.78
C 2.17 -4.02 -4.34
C 4.59 -3.47 -0.30
H 2.51 -4.00 1.72
N 1.12 3.24 1.04
C 0.83 0.25 3.04
H 2.24 -3.03 -6.24
N 0.14 2.15 -0.57
N -3.49 -0.79 -1.29
C -0.13 -3.91 -0.43
N 0.78 -1.56 4.09
C -5.05 1.43 1.14
C -2.38 -1.22 -1.82
N -4.78 0.57 -0.02
H 2.07 -4.74 -2.32
C -0.55 -5.42 1.40
C -1.34 -2.49 -3.70
N 1.07 1.53 2.68
C 0.70 -5.14 1.93
H 6.52 -4.36 0.01
H 5.86 -0.62 1.98
```